The following is a DFT calculation (ωB97M-V/def2-TZVPD) of an isolated molecule of C10H14O2.

```
! wB97M-V def2-TZVPD RIJCOSX def2/J DEFGRID3
* xyz 0 1
C 2.0187 -0.3220 1.2684
C 3.1901 -0.7355 0.8395
C 2.2104 0.0427 -0.9484
C 1.3476 0.2586 0.1026
C -2.6713 -0.1003 0.0649
C -1.9715 -1.1336 0.9676
C -1.2114 -0.4601 -0.1138
C -0.7462 -1.3013 -1.2930
C -0.2244 2.0163 -0.6978
C -0.0517 0.8713 0.2444
O 3.3503 -0.5156 -0.4913
O -0.3546 1.2036 1.6711
H 1.7548 -0.3063 2.3599
H 3.8342 -1.3214 1.4877
H 2.1708 0.1182 -2.0078
H -3.3794 -0.5856 -0.6714
H -2.7911 0.9446 0.3838
H -1.7834 -0.9318 2.0735
H -2.2286 -2.1688 0.8693
H -0.0033 -2.0504 -0.9826
H -0.2326 -0.5383 -2.0660
H -1.6128 -1.8070 -1.7886
H -1.2138 2.3089 -1.0014
H 0.0907 1.7108 -1.6538
H 0.3170 2.8522 -0.3273
H 0.1917 1.9508 1.7104
*
```

* SMILES: CC1([C@@](C)(O)c2ccoc2)CC1
* Kohn-Sham gap: 9.60 eV
* F_max: 4.73 eV/Å

---

The following is a DFT calculation (ωB97M-V/def2-TZVPD) of an isolated molecule of C6H12O.

```
! wB97M-V def2-TZVPD RIJCOSX def2/J DEFGRID3
* xyz 0 1
C 0.3940 2.7086 0.1413
C -0.2537 1.5377 -0.6560
C -0.0028 0.1199 0.0545
C -0.9382 -1.2195 0.0759
C -0.4200 -2.6316 0.5740
C 1.3278 -0.4014 -0.4229
O 2.0251 -1.1559 0.2092
H 0.2690 3.6754 -0.3714
H -0.0518 2.8319 1.1351
H 1.4757 2.5841 0.2847
H -1.3007 1.8143 -0.8293
H 0.2144 1.5717 -1.6551
H 0.0676 0.3787 1.1145
H -1.3799 -1.4203 -0.9055
H -1.7543 -0.9942 0.7655
H -1.3175 -3.2594 0.7081
H 0.1001 -2.6555 1.5393
H 0.2133 -3.1953 -0.1251
H 1.5983 -0.1201 -1.4677
*
```

* SMILES: CCC(C=O)CC
* Kohn-Sham gap: 10.58 eV
* F_max: 0.55 eV/Å

---

The following is a DFT calculation (ωB97M-V/def2-TZVPD) of a cluster of 2 separate species, C6H7N in total.

```
! wB97M-V def2-TZVPD RIJCOSX def2/J DEFGRID3
* xyz 0 3
C 3.5328 -0.7655 0.1533
C 3.0108 1.4536 -1.1849
C 1.9649 1.3836 -0.2352
C 2.8556 0.3308 -0.2565
C 0.8859 2.0043 0.5849
C -0.8704 -1.8059 -0.6556
N 4.1934 -1.6413 0.4429
H -0.1878 -1.4582 0.1310
H 1.1780 3.1104 0.8421
H 0.7889 1.4492 1.5400
H 0.1309 2.2236 -0.1967
H -1.4559 -0.8193 -1.0733
H -0.1894 -2.0627 -1.4131
H -1.5318 -2.6120 -0.5074
*
```

* Kohn-Sham gap (alpha / beta): 7.21 / 8.43 eV
* F_max: 4.32 eV/Å

---

The following is a DFT calculation (ωB97M-V/def2-TZVPD) of a structure of composition C37H51BrCrN2P2S.

```
! wB97M-V def2-TZVPD RIJCOSX def2/J DEFGRID3
* xyz 2 5
N -7.2469 5.7411 -6.9140
C -6.8552 6.3052 -5.7595
C -6.0906 5.6476 -4.7893
C -5.6856 4.3087 -4.9988
C -6.1017 3.7197 -6.2172
C -6.8643 4.4665 -7.1185
C -4.8858 3.6242 -3.9844
Cr 0.0000 0.0000 0.0000
P 6.2123 -0.9408 -1.0593
C -3.6808 3.0242 -4.1811
C -2.8618 2.3371 -3.1860
C -1.7484 1.5759 -3.6153
C -0.9275 0.9003 -2.7043
C -1.1774 0.9532 -1.3149
C -2.2928 1.7131 -0.8850
C -3.1146 2.3866 -1.7928
Br 1.4911 -1.2062 1.6728
H -5.3283 3.6137 -2.9802
H -3.2477 3.0434 -5.1902
H -5.8052 6.1688 -3.8684
H -5.8346 2.6873 -6.4639
H -7.1697 7.3456 -5.5968
H -7.1886 4.0119 -8.0650
H -1.5285 1.5200 -4.6889
H -3.9678 2.9609 -1.4148
H -0.0753 0.3238 -3.0833
H -2.5232 1.7790 0.1850
P -0.4557 -2.0473 -1.0180
C 5.6226 0.8386 -0.9249
C 6.6725 1.8612 -1.3786
H 5.2943 1.0446 0.1133
H 4.7230 0.9137 -1.5646
H 6.4981 2.8443 -0.9056
H 7.6952 1.5419 -1.1076
H 6.6457 1.9979 -2.4740
C 5.3453 -1.3651 -2.6717
C 5.9846 -2.5242 -3.4471
H 5.3832 -0.4417 -3.2812
H 4.2753 -1.5726 -2.4712
H 5.6980 -2.4899 -4.5136
H 7.0870 -2.4838 -3.3889
H 5.6629 -3.5030 -3.0507
C 5.0437 -1.7269 0.1907
C 5.7107 -2.0993 1.5225
H 4.5497 -2.6058 -0.2690
H 4.2493 -0.9797 0.3768
H 5.1450 -2.8962 2.0385
H 6.7426 -2.4631 1.3776
H 5.7607 -1.2249 2.1949
C -0.3942 -3.4334 0.2202
C -1.5458 -4.4462 0.2605
H -0.3225 -2.9089 1.1894
H 0.5788 -3.9328 0.0516
H -2.4748 -3.9715 0.6183
H -1.7472 -4.9064 -0.7205
H -1.2991 -5.2577 0.9683
C 0.6566 -2.5360 -2.4257
C 0.0948 -2.5301 -3.8532
H 1.0115 -3.5483 -2.1627
H 1.5480 -1.8877 -2.3377
H -0.3852 -3.4927 -4.0989
H -0.6448 -1.7299 -4.0160
H 0.9170 -2.3794 -4.5751
C -2.1851 -1.9452 -1.6953
C -3.3256 -1.4582 -0.7930
H -2.3955 -2.9711 -2.0487
H -2.0823 -1.3353 -2.6115
H -4.0716 -0.8770 -1.3618
H -3.8483 -2.2874 -0.2905
H -2.9196 -0.7943 -0.0088
N 0.4232 1.7661 0.9344
S 1.2044 1.9492 2.3429
C 0.0837 3.1096 3.2026
C 0.5788 3.7192 4.3687
C -0.2562 4.4912 5.1815
C -1.5992 4.6611 4.8422
C -2.1055 4.0683 3.6838
C -1.2728 3.2976 2.8658
C 0.2935 0.7149 3.3710
C -0.9652 0.1691 3.0220
C -1.5553 -0.8173 3.8225
C -0.9085 -1.2687 4.9754
C 0.3280 -0.7318 5.3369
C 0.9246 0.2534 4.5427
H 0.0379 2.6117 0.4918
H 1.6071 3.5616 4.6696
H 0.1324 4.9366 6.0885
H -2.2508 5.2396 5.4846
H -3.1520 4.1844 3.4329
H -1.7066 2.8196 2.0065
H -1.4787 0.4792 2.1249
H -2.5103 -1.2430 3.5423
H -1.3623 -2.0396 5.5864
H 0.8305 -1.0882 6.2278
H 1.8922 0.6451 4.8288
*
```

* Kohn-Sham gap (alpha / beta): 5.14 / 2.91 eV
* F_max: 4.70 eV/Å